1.
{"formula": "C2HN5O2", "method": "the ωB97M-V functional and the def2-TZVPD basis", "charge": 0, "homo_energy_ev": -10.94, "symbols": ["C", "C", "N", "N", "N", "N", "N", "O", "O", "H"], "positions_angstrom": [[1.95629, -1.00464, 0.00747], [0.56792, -0.92762, -0.02589], [3.09831, -1.10735, -0.02100], [-0.44814, -1.70439, 0.19128], [-1.37310, -0.72358, 0.24843], [-0.41097, 0.27155, -0.06194], [-0.40518, 1.63808, 0.00181], [0.65715, 2.12262, -0.20499], [-1.46996, 2.11997, 0.25671], [-2.17232, -0.68464, -0.39186]], "forces_ev_per_a": [[0.5, -0.2, -0.1], [-3.3, 3.0, 0.5], [0.2, 0.1, 0.1], [0.6, -1.4, -0.7], [-0.7, 1.9, 0.5], [2.8, -3.0, -0.9], [-0.6, -1.5, 0.7], [1.1, 1.1, -0.3], [-0.7, 0.9, 0.0], [0.3, -0.7, 0.2]], "lowdin_charge": [-0.143, -0.176, 0.199, 0.099, 0.035, 0.023, -0.438, 0.128, 0.113, 0.160]}

2.
{"formula": "C18H18N2", "method": "the ωB97M-V functional and the def2-TZVPD basis", "charge": 0, "smiles": "Cc1c[nH]c2ccccc12.Cc1c[nH]c2ccccc12", "homo_energy_ev": -7.81, "symbols": ["C", "C", "C", "C", "C", "C", "C", "C", "C", "N", "H", "H", "H", "H", "H", "H", "H", "H", "H", "C", "C", "C", "C", "C", "C", "C", "C", "C", "N", "H", "H", "H", "H", "H", "H", "H", "H", "H"], "positions_angstrom": [[4.15263, -3.64333, -0.70717], [1.81641, -1.07148, 0.77777], [2.62568, -2.28644, 0.92478], [3.31415, -2.47991, -0.29946], [2.94016, -1.47343, -1.17388], [1.08677, -0.58645, 1.83253], [1.02136, -1.35827, 2.98727], [1.72523, -2.54253, 3.11508], [2.51739, -3.02746, 2.07890], [2.19844, -0.54001, -0.46400], [0.52978, 0.33795, 1.69340], [0.47342, -1.01167, 3.86726], [1.65671, 0.05571, -1.06387], [1.53017, -3.04930, 4.05761], [3.33973, -1.04422, -2.06779], [2.88575, -4.03370, 2.21437], [3.68210, -4.29425, -1.48030], [4.31907, -4.32215, 0.14368], [5.11263, -3.35188, -1.12981], [-0.62841, 3.04935, 0.98658], [-0.72111, 1.03128, -0.51702], [-1.26724, 2.17744, 0.00342], [-2.58769, 1.30250, -1.64462], [-2.57887, 2.25304, -0.62636], [-3.65996, 1.17995, -2.53917], [-3.63901, 3.14144, -0.45860], [-4.73605, 2.02261, -2.32364], [-4.76008, 2.94206, -1.23682], [-1.40275, 0.53462, -1.61498], [0.28292, 0.68278, -0.33474], [-1.35135, -0.43376, -1.88710], [-1.37969, 3.18442, 1.80702], [-0.30343, 4.04033, 0.67203], [-3.51153, 0.45851, -3.33745], [-3.73520, 3.80968, 0.38346], [-5.55031, 2.16379, -3.02233], [-5.62961, 3.57992, -1.10063], [0.23181, 2.60288, 1.48458]], "forces_ev_per_a": [[0.0, -1.2, 0.0], [2.6, -1.2, -0.6], [-1.4, 1.4, -0.7], [-0.1, -0.1, -2.4], [0.8, 0.3, 2.6], [-0.9, 0.4, 0.1], [0.0, 1.0, 0.2], [-0.3, 0.0, 0.0], [-0.7, -0.6, 1.3], [-1.0, -0.5, -0.1], [0.1, -0.2, 0.5], [0.0, 0.0, -0.5], [-0.2, 0.4, 0.5], [0.5, -0.4, -0.3], [0.2, -0.7, -0.7], [0.6, 0.0, -0.3], [0.0, 0.6, 0.5], [0.2, 0.3, -0.2], [0.1, 0.1, 0.2], [-0.8, 0.4, 2.1], [1.3, 1.0, -0.3], [-0.2, -2.1, -1.2], [-0.5, -1.1, -0.6], [1.5, 1.0, 0.1], [0.5, 0.2, 0.5], [-1.2, -0.8, 0.3], [-0.1, 0.8, 0.2], [0.5, 0.0, -0.8], [-1.1, 1.2, 0.9], [-0.5, 0.0, 0.2], [-0.1, 0.1, -0.1], [0.6, 0.3, -0.4], [-0.3, 0.0, -0.4], [-0.6, 0.2, -0.2], [0.5, 0.3, 0.0], [-0.1, -0.7, -0.1], [0.1, -0.2, -0.1], [0.1, -0.2, -0.2]], "lowdin_charge": [-0.056, -0.173, -0.134, -0.235, -0.042, -0.032, -0.100, -0.105, -0.032, 0.042, 0.082, 0.105, 0.107, 0.101, 0.119, 0.107, 0.087, 0.072, 0.073, -0.055, -0.084, -0.219, -0.211, -0.141, -0.021, -0.030, -0.092, -0.096, 0.090, 0.070, 0.148, 0.097, 0.082, 0.109, 0.108, 0.094, 0.097, 0.067]}

3.
{"formula": "C28H45ClN4SeTc", "method": "the ωB97M-V functional and the def2-TZVPD basis", "charge": -2, "homo_energy_ev": [2.82, -0.51], "multiplicity": 4, "s2": 3.77, "symbols": ["Tc", "Cl", "C", "C", "N", "H", "N", "H", "C", "C", "C", "H", "H", "H", "H", "H", "H", "C", "H", "H", "H", "C", "C", "H", "H", "C", "H", "C", "H", "H", "H", "H", "H", "C", "H", "C", "N", "H", "N", "H", "C", "C", "C", "H", "H", "H", "H", "H", "H", "C", "H", "H", "H", "C", "C", "H", "H", "C", "H", "C", "H", "H", "H", "H", "H", "C", "H", "C", "Se", "C", "C", "C", "C", "C", "C", "H", "H", "H", "H", "H"], "positions_angstrom": [[-0.19208, 0.40302, 0.33315], [1.72916, -0.65805, -0.30210], [0.33554, 1.21798, 4.43033], [0.40017, 1.12137, 2.18208], [0.91140, 0.59133, 3.36438], [-1.12396, 2.87616, 4.46851], [-0.37028, 2.18158, 2.59363], [0.41886, 0.88597, 5.45464], [1.93341, -0.46519, 3.47660], [2.35287, -0.63701, 4.93602], [1.38967, -1.79664, 2.97970], [1.55529, -1.03425, 5.58128], [3.18539, -1.35406, 4.95907], [2.74985, 0.29300, 5.36885], [4.00132, -0.72686, 2.87341], [3.48697, 0.96106, 2.99584], [1.09341, -1.71739, 1.92729], [3.16850, -0.04031, 2.67825], [0.49704, -2.09814, 3.54341], [2.16946, -2.57186, 3.05685], [2.95681, -0.08041, 1.60430], [-0.43221, 2.22841, 3.95913], [-2.68363, 2.71555, 1.91983], [-3.01435, 2.79486, 2.96691], [-3.25490, 3.43900, 1.31463], [-1.20323, 3.07416, 1.76935], [-1.27299, 3.69606, -0.27409], [-1.02555, 4.51166, 2.29196], [0.03616, 4.77120, 2.34969], [-2.88820, 1.69606, 1.55766], [-1.06142, 1.96385, -0.15947], [-1.47500, 4.66598, 3.28447], [-1.50616, 5.19505, 1.57652], [-0.74490, 2.94633, 0.33468], [0.31392, 3.21125, 0.29620], [0.89812, -1.62562, -5.47096], [0.78313, -1.66210, -4.09807], [0.06946, -0.15469, -6.88714], [-0.26559, 0.08236, -4.76335], [1.41099, -2.38648, -6.02895], [1.55968, -2.63531, -3.29262], [1.73911, -3.94918, -4.04987], [2.91785, -1.98488, -2.99692], [2.39489, -3.87797, -4.92890], [2.18740, -4.69416, -3.36698], [0.76674, -4.35786, -4.36195], [1.38524, -3.63495, -1.40039], [-0.15480, -3.51559, -2.30649], [2.78163, -1.13851, -2.31524], [0.77711, -2.99131, -2.05154], [3.39562, -1.64545, -3.93013], [3.60192, -2.68901, -2.50618], [0.53493, -2.09209, -1.49179], [0.24325, -0.52882, -5.89643], [0.26521, 2.45806, -4.70365], [1.04064, 2.28614, -5.46513], [-0.11126, 3.47800, -4.84369], [-0.87727, 1.45022, -4.83461], [-2.19211, 2.64493, -3.65724], [-1.60658, 1.62228, -6.16453], [-2.33516, 0.82343, -6.35030], [0.70603, 2.40257, -3.69961], [-1.46145, 1.29509, -2.74172], [-0.94115, 1.67783, -7.03571], [-2.17120, 2.56541, -6.13119], [-1.88050, 1.59492, -3.71060], [-2.77760, 0.99886, -3.91291], [0.08294, -0.59405, -3.64254], [-2.08001, -0.94932, 0.78700], [-2.07285, -1.51007, 2.68037], [-2.32909, -0.62604, 3.73645], [-2.29254, -1.07162, 5.06327], [-2.18176, -2.44124, 5.34626], [-1.89662, -3.33167, 4.29705], [-1.84187, -2.87357, 2.97931], [-2.52825, 0.42141, 3.50792], [-2.36175, -0.35420, 5.89569], [-2.31854, -2.80701, 6.36704], [-1.71852, -4.39274, 4.52635], [-1.58175, -3.54673, 2.15774]], "forces_ev_per_a": [[1.9, 0.9, 0.5], [1.5, 0.1, 0.0], [-0.5, 1.0, 0.9], [-1.5, -1.1, -1.3], [-0.1, 0.2, -0.8], [0.2, 0.0, 0.2], [0.3, 0.4, 0.7], [0.2, 0.1, -0.2], [0.2, -0.2, 0.0], [0.3, 0.0, 0.4], [-0.2, -0.3, -0.4], [0.1, 0.1, -0.2], [-0.3, 0.1, 0.0], [-0.2, -0.1, -0.1], [-0.1, 0.0, 0.0], [-0.1, -0.1, -0.2], [0.1, 0.0, 0.2], [0.1, 0.0, -0.1], [0.4, 0.1, 0.0], [-0.2, 0.2, 0.1], [0.1, 0.3, 0.3], [-0.1, -0.4, 0.8], [-0.3, -0.1, -0.3], [0.1, 0.0, -0.2], [0.0, -0.3, 0.2], [-0.1, -0.2, 0.6], [0.0, -0.2, 0.1], [0.2, 0.2, -0.3], [-0.1, 0.0, 0.0], [0.1, 0.3, 0.1], [-0.1, 0.5, -0.3], [0.1, -0.1, -0.3], [0.1, -0.1, 0.3], [-0.1, 0.8, 0.0], [0.0, -0.4, -0.3], [0.1, 0.0, -0.6], [0.0, -0.1, -0.5], [0.1, -0.1, -0.1], [0.2, 0.0, -0.5], [0.0, 0.1, -0.1], [-0.1, 0.0, -0.1], [0.2, -0.5, -0.3], [0.2, 0.0, 0.1], [-0.1, 0.0, 0.2], [-0.1, 0.4, -0.2], [0.2, 0.2, 0.0], [-0.1, 0.1, -0.1], [0.2, 0.1, -0.1], [0.1, -0.2, -0.4], [-0.4, 0.0, 0.5], [-0.2, -0.1, 0.2], [-0.1, 0.0, 0.0], [-0.2, -0.4, -0.2], [0.0, -0.2, -0.1], [0.0, 0.4, 0.0], [-0.2, 0.0, 0.3], [0.0, -0.1, 0.0], [0.3, -0.8, 0.1], [0.0, -0.1, 0.0], [-0.1, 0.3, -0.3], [0.1, 0.0, 0.1], [0.0, -0.1, -0.2], [0.0, 0.0, -0.2], [-0.1, 0.1, 0.2], [0.2, -0.2, 0.0], [-0.2, 0.3, 0.4], [0.2, 0.0, 0.1], [-0.3, 0.3, 1.0], [-1.5, -0.8, 1.4], [-0.2, -0.6, -0.5], [0.4, -0.2, 0.0], [-0.3, -0.2, 0.0], [0.3, 0.2, -0.3], [-0.3, 0.0, 0.1], [0.1, 0.4, 0.2], [0.2, -0.3, 0.1], [-0.2, -0.3, -0.5], [0.3, 0.1, -0.3], [-0.2, 0.5, -0.2], [-0.1, 0.2, 0.3]], "lowdin_charge": [0.321, 0.097, -0.101, -0.206, -0.014, 0.103, -0.066, 0.105, -0.560, -0.074, -0.049, 0.080, 0.080, 0.082, 0.078, 0.085, 0.015, -0.069, 0.067, 0.091, -0.026, -0.104, -0.060, 0.074, 0.085, -0.580, 0.086, -0.069, 0.084, 0.026, -0.010, 0.067, 0.079, -0.127, 0.084, -0.113, -0.060, 0.062, -0.056, 0.085, -0.576, -0.090, -0.076, 0.064, 0.082, 0.084, 0.085, 0.089, -0.020, -0.122, 0.078, 0.077, -0.055, -0.133, -0.132, 0.057, 0.050, -0.575, 0.068, -0.314, 0.043, 0.077, 0.046, 0.008, 0.035, -0.091, 0.075, 0.006, 0.467, -0.613, -0.145, -0.121, -0.137, -0.133, -0.178, 0.073, 0.093, 0.079, 0.091, 0.090]}

4.
{"formula": "CH2ClN2OP", "method": "the ωB97M-V functional and the def2-TZVPD basis", "charge": 0, "smiles": "ClP1N=NCO1", "homo_energy_ev": -9.17, "symbols": ["C", "N", "N", "O", "P", "Cl", "H", "H"], "positions_angstrom": [[1.00493, 0.15800, 0.07967], [0.44170, -1.02269, -0.51952], [-0.69517, -1.24899, -0.29030], [0.10483, 0.78443, 0.87006], [-1.64152, -0.24381, 0.84806], [-2.54063, 0.80286, -0.59314], [2.08620, -0.12465, 0.32388], [1.23966, 0.89486, -0.71869]], "forces_ev_per_a": [[1.3, 1.3, -1.3], [3.0, 0.1, -1.7], [-4.0, -1.8, 1.1], [-2.5, -0.9, 2.2], [4.5, 1.4, -0.8], [-0.5, 0.4, -0.3], [-1.5, 0.2, 1.2], [-0.2, -0.7, -0.5]], "lowdin_charge": [-0.425, -0.063, -0.272, -0.370, 0.645, 0.222, 0.140, 0.124]}